The following is a DFT calculation (ωB97M-V with the def2-TZVPD basis set) of a molecular structure, C30H30N5O2RbSb.

```
69
Properties=species:S:1:pos:R:3:forces:R:3:lowdin_charge:R:1
Sb 1.427915 4.239489 1.850964 -0.03 -0.16 -0.03 1.518
Rb 0.301009 0.874363 0.058032 -0.22 -0.48 -0.13 0.775
O 0.847221 -7.143538 0.361426 -0.04 0.00 -0.07 -0.047
O -4.641971 -5.468633 0.079381 0.11 -0.01 0.03 -0.049
N -1.893715 -1.400162 -0.459587 0.26 0.11 0.05 0.065
N 1.118767 3.417941 -1.084214 -0.03 -0.07 -0.24 -0.010
N 0.725045 -2.225773 -0.533107 -0.14 0.17 0.01 0.064
N 3.019892 1.940582 0.822736 0.22 -0.08 -0.13 0.004
N -1.242831 3.407004 0.800785 -0.21 0.04 -0.15 0.010
C -1.653950 -2.712348 -0.367550 -0.26 0.13 -0.02 -0.195
C -2.695809 -3.634140 -0.266448 -0.05 0.04 0.02 0.056
C 2.383129 -3.957854 -0.655387 -0.02 -0.12 -0.04 -0.004
C -0.228943 -3.159529 -0.418590 0.25 -0.22 -0.02 -0.196
C -5.148037 -4.185285 -0.212813 -0.12 0.08 -0.04 -0.205
C 1.409747 -4.931959 -0.500928 -0.17 0.03 0.05 -0.173
C 1.907226 5.652892 -0.805990 -0.02 -0.07 0.07 -0.117
C 1.491213 4.427512 -0.302666 0.03 0.10 0.28 -0.461
C -3.158873 -0.992986 -0.473323 -0.08 0.06 0.04 -0.128
C -2.537096 3.082274 0.787219 -0.09 -0.02 0.07 -0.345
C 2.457711 2.331327 1.965063 0.18 0.28 0.00 -0.515
C 4.144887 0.191395 1.980347 -0.07 0.02 0.02 -0.015
C -0.577330 3.426740 1.956413 0.00 0.21 0.05 -0.505
C 3.544211 0.580756 3.168038 -0.01 -0.01 -0.02 -0.049
C 2.699208 1.680463 3.170065 -0.07 0.01 0.01 -0.108
C 1.983875 -2.631923 -0.656004 0.10 0.08 0.06 -0.128
C 1.532962 4.785360 -2.992430 0.06 0.14 0.03 -0.014
C 1.132573 3.586826 -2.407789 0.02 0.09 -0.03 -0.333
C 0.090768 -4.514610 -0.383484 0.02 0.03 0.01 0.049
C -3.243584 3.171628 -0.536032 -0.01 0.00 0.06 -0.017
C -1.181596 3.099569 3.163474 0.07 -0.02 0.00 -0.109
C 1.930460 5.833075 -2.180798 -0.02 -0.06 0.00 -0.048
C -4.012778 -3.201385 -0.288780 0.16 -0.08 0.02 -0.169
C 0.684840 2.425035 -3.252722 0.05 0.09 0.10 -0.029
C -3.208770 2.718948 1.953842 0.06 -0.03 0.06 -0.017
C 3.864767 0.905084 0.818146 0.07 -0.10 0.11 -0.348
C 4.514543 0.583942 -0.497796 -0.04 0.01 0.11 -0.022
C 1.721643 -6.411501 -0.475140 0.03 0.01 0.05 -0.201
C -2.518044 2.721287 3.153848 -0.01 -0.01 -0.05 -0.049
C -4.249071 -1.838537 -0.401085 -0.04 -0.07 0.00 -0.005
H -0.663227 -5.276394 -0.265595 -0.06 0.02 0.00 0.114
H 0.699166 2.685079 -4.308665 -0.02 -0.06 -0.02 0.082
H -5.858093 -3.852105 0.552162 0.01 0.01 0.01 0.132
H 3.426317 -4.222763 -0.773219 0.01 0.05 0.04 0.119
H 2.767034 -6.572494 -0.197381 0.02 0.03 -0.04 0.126
H 1.038009 -6.938692 1.281832 0.04 0.02 0.02 0.099
H 3.763410 0.295278 -1.235982 0.03 -0.01 -0.03 0.070
H 1.343854 1.567103 -3.102420 -0.02 -0.02 -0.01 0.078
H -2.523729 3.392610 -1.321158 -0.01 -0.01 -0.01 0.077
H -2.526615 -4.692851 -0.166371 0.09 -0.01 -0.03 0.108
H 1.576709 -6.820290 -1.476694 0.06 0.00 0.00 0.137
H -3.314157 0.079263 -0.541949 0.01 -0.02 -0.02 0.088
H -5.360041 -6.106037 0.084110 -0.06 0.00 -0.01 0.100
H -0.332496 2.132844 -2.983806 0.00 -0.03 -0.02 0.074
H 5.012446 1.476249 -0.876167 0.01 -0.02 -0.04 0.091
H 3.755562 0.048918 4.086923 0.00 0.00 0.00 0.116
H 2.255347 2.041668 4.089464 0.01 -0.03 0.02 0.100
H 1.532682 4.896393 -4.068592 -0.01 -0.05 0.00 0.116
H 2.204034 6.444827 -0.130262 0.00 0.03 -0.04 0.087
H -0.626631 3.157825 4.091856 -0.02 -0.02 0.01 0.099
H 2.248799 6.776650 -2.604451 0.00 -0.02 -0.04 0.114
H 4.833251 -0.642972 1.960393 0.01 0.00 -0.03 0.117
H 2.729692 -1.847424 -0.747143 0.00 -0.02 -0.02 0.093
H -5.673943 -4.178246 -1.175119 0.00 0.01 0.01 0.136
H -3.779509 2.252391 -0.777341 -0.01 0.02 0.01 0.065
H 5.246808 -0.215133 -0.396746 -0.02 -0.02 -0.04 0.082
H -3.981047 3.975664 -0.506342 0.00 0.00 -0.04 0.092
H -3.019306 2.454991 4.075524 0.00 0.00 0.00 0.115
H -4.258690 2.457448 1.921926 0.00 0.00 -0.02 0.121
H -5.256864 -1.443111 -0.425927 0.01 0.03 0.00 0.122
```
Positions in Å, forces in eV/Å.

Values from the calculation:
Calculated total energy: -50330.8558 eV
Charge: +1
Kohn-Sham gap: 8.86 eV
E_LUMO: -2.16 eV
F_max: 0.54 eV/A

---

The following is a DFT calculation (ωB97M-V with the def2-TZVPD basis set) of 2 unconnected molecules or ions with the total composition CH5IOSi at a distorted geometry.

```
9
Properties=species:S:1:pos:R:3:forces:R:3:lowdin_charge:R:1
I -3.636255 -1.992854 -0.098019 -0.02 0.00 0.00 0.094
Si 0.840150 1.814138 -0.048625 -0.19 2.62 -0.25 0.564
O 0.054144 0.444447 0.159066 -0.43 -2.49 -0.03 -0.455
C -0.026261 -1.026521 0.127952 -2.78 2.42 -2.36 -0.099
H 1.307381 2.546584 -1.297578 -0.23 -1.22 0.00 -0.119
H 0.876973 -1.415310 -0.171290 2.12 -1.01 -0.46 0.049
H 1.772664 2.329301 0.950969 0.35 -0.63 0.48 -0.135
H -0.368639 -1.376896 1.058154 -0.20 -0.31 1.25 0.054
H -0.820154 -1.322888 -0.680627 1.39 0.62 1.37 0.048
```
Positions in Å, forces in eV/Å.

Values from the calculation:
Calculated total energy: -19140.6571 eV
Charge: 0
Relative energy (zero: lowest compared OMol25 entry of this formula, charge and spin): 122.8 kcal per mole
Kohn-Sham gap (alpha / beta): 10.63 / 3.08 eV
E_LUMO (alpha / beta): 0.15 / -3.43 eV
F_max: 4.38 eV/A

---

The following is a DFT calculation (ωB97M-V with the def2-TZVPD basis set) of a single C5H8O molecule.

```
14
Properties=species:S:1:pos:R:3:forces:R:3:lowdin_charge:R:1
O -0.143459 -1.803471 -0.469262 0.10 -0.21 0.02 -0.008
C -1.071470 -0.751248 -0.220046 -0.21 0.11 0.13 -0.254
C 0.485913 0.879054 0.698636 0.02 0.03 0.03 -0.163
C 0.012577 -0.585504 -1.190520 0.08 0.21 -0.18 -0.256
C -0.740009 0.000079 1.056713 -0.04 0.00 -0.01 -0.129
C 1.087191 0.318219 -0.616223 -0.01 0.00 -0.03 -0.128
H -2.100350 -0.955021 -0.515856 0.18 0.02 0.09 0.142
H 0.146272 1.906109 0.525416 0.05 -0.13 0.02 0.104
H -0.141480 -0.666348 -2.265840 0.04 0.03 0.17 0.142
H -0.509557 -0.729010 1.841654 -0.02 0.11 -0.11 0.116
H 1.220026 0.924228 1.508862 -0.11 -0.04 -0.13 0.103
H -1.583523 0.602851 1.406899 0.09 -0.06 -0.08 0.108
H 1.336610 1.118445 -1.320393 -0.03 -0.09 0.10 0.108
H 2.001258 -0.258383 -0.440039 -0.13 0.03 -0.02 0.115
```
Positions in Å, forces in eV/Å.

Values from the calculation:
Calculated total energy: -7361.0838 eV
Charge: 0
Relative energy (zero: lowest compared OMol25 entry of this formula, charge and spin): 27.0 kcal per mole
Kohn-Sham gap: 11.15 eV
E_LUMO: 1.18 eV
F_max: 0.29 eV/A